Entry from OMol25: a 7-piece molecular cluster, C80H184ClN2O2P4 overall at a distorted geometry (the ωB97M-V functional and the def2-TZVPD basis).

Geometry as XYZ:
```
273
Properties=species:S:1:pos:R:3:forces:R:3
C 7.1976 -3.8983 -5.8064 0.233 0.394 1.720
C 7.8128 -4.1269 -4.4090 2.482 0.828 -1.349
N 8.6640 -2.8691 -3.8621 -0.241 1.335 0.287
C 9.9969 -2.8273 -4.5407 -0.813 -0.929 -1.612
C 8.0657 -1.4862 -4.1856 -1.094 -0.243 1.836
C 6.8976 -1.2273 -3.1760 0.844 0.214 0.122
C 8.8925 -2.8939 -2.3455 2.018 -1.230 -0.755
C 9.9713 -3.9144 -1.9620 -0.390 -1.090 -1.873
O 9.5831 -5.1839 -2.4599 -0.034 -0.853 0.097
C 10.5000 -6.2826 -2.1458 -0.660 0.605 0.005
H 6.3549 -3.2541 -5.6759 -0.717 0.509 -0.316
H 6.8237 -4.8533 -6.1394 0.097 -0.297 -0.316
H 7.8962 -3.4487 -6.5054 0.043 -0.251 -0.139
H 8.6816 -4.7798 -4.5405 -0.775 -0.467 0.335
H 7.1443 -4.5269 -3.6659 -0.124 0.290 0.369
H 9.7713 -2.5463 -5.5871 0.316 -0.225 0.419
H 10.4324 -3.8387 -4.5497 0.149 0.669 0.251
H 10.5999 -2.0339 -4.1338 0.335 -0.069 0.400
H 7.6736 -1.5055 -5.1938 0.106 -0.078 -0.172
H 8.8323 -0.6740 -4.1088 -0.396 -1.024 0.025
H 7.2508 -1.0524 -2.1040 -0.472 -0.395 -1.575
H 6.1788 -2.0900 -3.2176 0.386 1.113 0.081
H 6.4950 -0.2634 -3.5048 -0.592 -0.396 0.128
H 8.0012 -3.2164 -1.8374 -0.476 0.395 0.042
H 9.3332 -1.9338 -2.0271 -0.802 -0.134 -0.216
H 9.9605 -3.9298 -0.9202 0.307 0.040 2.062
H 10.9798 -3.7304 -2.3267 0.105 0.651 0.080
H 10.8262 -6.1874 -1.1057 0.035 -0.179 -0.156
H 11.3395 -6.2590 -2.8284 0.397 0.182 -0.030
H 9.9948 -7.2459 -2.3114 -0.128 0.588 0.191
C -2.8675 3.5178 0.6080 -0.753 0.650 -0.257
C -4.2036 3.2277 1.2647 -0.772 -2.590 -0.096
N -4.3137 1.6850 1.5869 0.885 1.127 1.279
C -4.1691 0.9387 0.3203 -0.096 -0.824 0.379
C -3.2046 1.2782 2.5264 1.907 0.422 0.336
C -2.8694 2.2079 3.7172 1.886 -0.665 -1.221
C -5.5550 1.3312 2.3163 -2.563 0.017 -0.034
C -6.9587 1.5329 1.5830 2.382 0.256 -0.019
O -7.1968 0.4941 0.7154 0.679 -1.167 -0.531
C -8.4427 0.5482 0.0519 0.444 0.632 -0.275
H -2.8289 4.6008 0.6160 0.387 0.285 -0.265
H -2.7232 3.1433 -0.4035 -0.371 -0.036 -0.046
H -2.0236 3.1422 1.1604 0.172 -0.061 0.447
H -5.1366 3.2284 0.6975 0.554 1.226 -0.656
H -4.3880 3.7846 2.1742 0.213 -0.066 0.295
H -4.6328 1.4926 -0.4678 0.162 0.451 -0.617
H -4.7262 0.0209 0.3702 -0.297 -0.445 0.330
H -3.1258 0.6816 0.2123 0.283 0.350 -0.781
H -2.2396 1.1606 1.9533 -1.255 -0.185 0.306
H -3.5433 0.3446 2.9325 0.278 -0.703 -0.030
H -2.2485 1.6596 4.4603 -0.120 0.159 -0.819
H -3.6820 2.4922 4.2783 -2.159 0.858 1.099
H -2.3080 3.0991 3.3879 -0.268 -0.383 0.240
H -5.6512 1.9725 3.1997 0.439 -0.179 -0.057
H -5.4714 0.2678 2.6394 -0.135 0.796 -0.330
H -6.9364 2.4775 1.0495 -0.088 0.494 -0.196
H -7.7018 1.6389 2.3404 -0.704 -0.131 0.808
H -8.4700 1.3716 -0.6814 -0.213 0.007 0.494
H -9.1900 0.5827 0.8077 -1.086 0.516 0.399
H -8.6094 -0.3529 -0.4923 0.270 -0.794 -0.345
C 11.1977 3.6414 10.7110 -0.617 0.448 1.627
C 10.5445 3.8232 12.1410 1.034 1.003 -1.489
C 9.4435 4.8821 12.2344 1.473 2.739 0.520
C 8.3261 4.6327 11.2931 -0.640 -0.080 0.158
P 7.0320 5.8608 11.3405 -0.830 0.870 0.794
C 6.1888 5.7012 9.7713 -1.419 -0.492 -0.287
C 5.9585 4.2610 9.2952 1.262 -1.316 -1.219
C 6.6509 3.8557 7.9052 -0.325 0.748 1.620
C 6.4940 4.7292 6.6423 0.993 0.484 0.628
C 7.5669 7.6066 11.5529 1.126 -0.377 -0.129
C 8.0692 7.9690 13.0022 -1.152 -1.129 0.525
C 8.6528 9.3537 13.0738 -1.387 0.729 1.326
C 9.9789 9.4071 12.4722 1.708 -0.709 -0.329
C 5.8698 5.5680 12.7093 1.244 -3.971 -0.394
C 4.8370 4.3439 12.5013 1.394 0.385 0.338
C 4.2307 3.9772 13.8650 1.155 -1.647 0.309
C 5.2114 3.1391 14.8113 -1.750 1.509 -1.820
H 10.4950 3.3968 9.9421 -0.500 -0.128 -0.509
H 11.9314 2.8605 10.7549 0.279 -0.539 0.099
H 11.7369 4.5298 10.4562 0.209 0.691 -0.352
H 11.4091 4.1051 12.7755 -0.864 -0.526 0.183
H 10.0676 2.8997 12.3703 0.060 -0.969 0.798
H 9.8288 5.9480 11.9664 -0.121 -1.740 0.517
H 9.0454 5.0107 13.2666 0.429 -0.410 -0.457
H 7.8964 3.6534 11.5196 -0.194 -0.023 -0.450
H 8.6676 4.7206 10.2771 0.254 -0.512 -0.638
H 6.6853 6.2455 9.0005 0.823 0.559 -0.430
H 5.1761 6.1317 9.7697 0.433 0.379 0.589
H 4.9079 4.0988 9.2202 -0.858 -0.134 -0.113
H 6.3189 3.4692 9.9896 -0.198 0.718 -0.259
H 6.3653 2.8246 7.7556 -0.397 -0.237 -0.380
H 7.6990 3.7657 8.1793 0.398 0.181 -0.346
H 6.7388 4.1041 5.7941 0.127 -0.012 -0.310
H 7.2204 5.5857 6.6407 -0.582 -0.765 0.041
H 5.5229 5.1654 6.4483 -0.436 -0.128 0.277
H 6.6674 8.1924 11.3401 -0.034 -0.028 0.057
H 8.2915 7.8772 10.7355 -0.468 -0.373 0.813
H 8.8297 7.2943 13.4594 -0.435 0.128 -0.857
H 7.1843 7.8088 13.6726 0.593 0.535 -0.474
H 8.6992 9.7005 14.1258 -0.116 -0.371 -0.414
H 8.0538 10.1062 12.5570 -0.460 -0.127 0.072
H 10.6558 8.6193 12.8264 -0.085 0.147 0.305
H 10.4285 10.3557 12.7018 0.429 0.417 -0.414
H 9.8962 9.2087 11.4163 0.263 0.445 -0.656
H 5.3129 6.4082 12.8231 -1.653 2.711 0.393
H 6.4544 5.4202 13.6445 -0.215 0.052 -0.636
H 5.2849 3.5028 11.9178 -0.183 0.424 0.809
H 4.0487 4.7224 11.8875 -0.565 0.321 -0.593
H 3.2801 3.4333 13.7618 0.268 0.356 -0.079
H 4.1044 4.8968 14.3674 -0.873 1.107 0.590
H 4.6583 2.8403 15.6913 0.063 -0.307 0.111
H 5.9691 3.8595 15.1070 0.629 -0.635 0.021
H 5.4830 2.3151 14.1599 0.779 -0.336 0.629
C 0.6968 8.1236 -4.5057 -0.066 -0.394 -1.991
C 1.2322 6.8145 -5.0204 0.845 -2.209 0.848
C 0.5440 5.6652 -4.2184 0.952 -0.421 0.802
C 0.9921 4.2395 -4.5367 -0.159 -0.922 -1.657
P 0.4634 2.9069 -3.4118 -0.429 0.010 -0.322
C 1.4454 1.3884 -3.4053 0.099 -0.228 0.688
C 1.3462 0.5109 -4.6334 -1.004 -0.741 0.158
C 1.9484 1.0566 -5.9191 -0.616 -0.489 -0.502
C 3.4604 1.2670 -5.8567 -0.040 -0.207 0.048
C 0.5529 3.6164 -1.7893 -0.207 0.214 0.343
C 1.9630 4.0517 -1.3097 0.138 -0.505 -2.166
C 2.3795 3.3196 -0.0464 0.752 1.198 0.298
C 1.4690 3.5328 1.1494 -0.083 0.349 0.133
C -1.2196 2.3714 -3.9311 0.152 1.351 2.147
C -2.2838 3.4992 -3.9022 -0.168 -1.437 1.321
C -3.6908 3.0108 -4.3521 0.765 2.827 -0.619
C -4.5937 4.2956 -4.4847 -0.162 -0.311 0.284
H 0.8778 8.8093 -5.3273 -0.220 0.710 0.353
H 1.0861 8.4815 -3.5982 0.736 0.351 1.133
H -0.3646 7.9614 -4.3899 -0.465 0.423 0.019
H 2.3412 6.6373 -5.0652 -0.750 0.578 0.704
H 1.0010 6.6815 -6.0610 -0.620 0.057 -0.605
H -0.5350 5.7219 -4.3792 0.091 0.187 0.266
H 0.7757 5.7306 -3.1258 -0.433 0.787 -0.783
H 2.0544 4.0920 -4.5987 0.929 0.481 0.293
H 0.7213 3.9500 -5.5746 -0.291 0.079 0.483
H 0.9938 0.8515 -2.5202 0.241 0.470 -0.733
H 2.5135 1.4784 -3.1779 -0.193 0.731 0.155
H 0.2925 0.2162 -4.7681 0.239 0.236 -0.223
H 1.7876 -0.4076 -4.2733 0.514 -0.528 -0.446
H 1.3842 1.9558 -6.1305 0.245 0.723 -0.115
H 1.6342 0.4397 -6.7931 0.548 -0.059 0.712
H 3.9120 0.3393 -5.4848 -0.028 0.204 0.484
H 3.7253 2.1339 -5.2006 0.066 -0.743 -0.704
H 3.9111 1.3155 -6.8533 -0.199 0.726 0.142
H 0.1761 2.8778 -1.1137 -0.389 -0.730 0.306
H -0.2275 4.3682 -1.8284 0.082 0.624 0.323
H 1.9981 5.1460 -1.2363 0.195 -0.266 0.161
H 2.6652 3.7355 -2.1692 -0.531 0.760 1.395
H 3.4056 3.6879 0.1924 -0.618 -0.466 -0.009
H 2.4098 2.2820 -0.2405 0.342 -1.313 -0.412
H 0.4693 3.0953 1.0016 0.404 -0.224 0.048
H 1.2922 4.6173 1.1673 0.140 -0.138 0.868
H 1.9417 3.0999 2.0746 -0.643 0.755 -0.793
H -1.4993 1.5715 -3.2344 0.099 -0.068 -0.276
H -1.0085 2.0193 -4.8940 -0.153 -0.738 -1.657
H -2.0128 4.3054 -4.5231 0.386 0.840 -1.098
H -2.2659 3.9561 -2.8897 -0.433 -0.407 -0.317
H -4.1789 2.3500 -3.6967 -0.272 -1.047 1.076
H -3.5262 2.4958 -5.2975 -0.348 0.082 -0.220
H -4.1430 5.0997 -5.0716 0.171 -0.293 -0.161
H -4.8014 4.7687 -3.5005 0.241 -0.530 -0.348
H -5.5763 4.0932 -4.9268 0.236 -0.130 0.036
C -0.7577 -1.8206 6.2787 0.300 2.710 -0.182
C -0.1251 -2.7711 5.3257 1.038 0.505 -0.003
C -1.0018 -3.9981 5.1754 -0.450 0.739 1.380
C -2.3420 -3.7271 4.4707 0.759 0.496 0.613
P -3.1598 -5.1564 3.7725 0.446 0.980 1.736
C -2.0391 -6.0711 2.7149 1.132 -0.410 2.561
C -1.1476 -5.2334 1.8686 -0.472 1.576 -1.469
C -0.3090 -6.0322 0.8521 -2.382 0.458 -0.346
C 0.6670 -6.9987 1.4696 -0.660 -0.521 -0.374
C -4.0290 -6.0975 5.0722 -0.108 1.182 -0.665
C -4.2172 -7.5450 4.7518 -0.044 -1.907 0.932
C -4.9305 -8.2733 5.9365 0.107 -0.288 -0.169
C -5.5809 -9.5975 5.4679 -1.222 0.620 1.175
C -4.4252 -4.3288 2.8937 -2.200 -1.053 -2.077
C -5.2156 -5.3311 1.9336 0.356 0.810 0.685
C -6.2868 -4.6614 1.0700 -0.459 -0.187 -0.342
C -6.8618 -5.7051 0.0885 0.436 0.496 0.388
H -0.2536 -0.8467 6.5521 0.225 -1.111 -0.774
H -0.9026 -2.2470 7.2224 -0.751 -0.899 1.412
H -1.6644 -1.4611 5.8207 -0.859 -0.003 0.274
H 0.8487 -3.0690 5.7473 -0.188 -0.051 -0.511
H 0.0166 -2.2249 4.3923 0.304 -0.334 -0.315
H -1.1542 -4.2620 6.2451 -0.240 -0.603 -0.770
H -0.4338 -4.7495 4.6851 0.314 -0.940 -0.409
H -2.1604 -3.0829 3.6044 0.078 0.024 -0.072
H -3.0394 -3.1497 5.1121 0.230 -0.535 -0.267
H -2.7624 -6.6542 2.2341 -0.625 -1.306 -1.546
H -1.4061 -6.7606 3.3118 -0.701 0.232 0.083
H -0.5063 -4.5276 2.4305 -0.381 -0.468 0.047
H -1.8772 -4.6141 1.2913 0.840 0.089 0.025
H 0.1035 -5.2856 0.1824 0.674 -0.029 0.014
H -1.1022 -6.4861 0.1959 0.888 -0.297 0.557
H 0.7356 -7.8625 0.8295 0.425 -0.305 -0.336
H 0.3195 -7.4292 2.4162 0.220 0.403 0.011
H 1.6276 -6.5353 1.5515 0.636 0.049 0.397
H -4.9901 -5.5295 5.1881 0.551 -0.714 -0.189
H -3.5324 -5.9282 6.0094 0.618 -0.095 0.479
H -3.2871 -8.1063 4.4510 -0.678 0.769 0.398
H -4.9230 -7.6686 3.9406 0.003 0.121 -0.470
H -5.7897 -7.6634 6.1928 -0.133 0.461 0.089
H -4.3576 -8.3413 6.8981 -0.080 -0.120 -1.069
H -5.9682 -9.4341 4.4486 -0.113 -0.272 0.436
H -6.4443 -9.7761 6.1910 0.966 -0.064 -1.189
H -4.9780 -10.4885 5.4723 0.517 -0.157 0.006
H -4.0766 -3.5208 2.2579 0.340 0.148 0.091
H -5.1150 -3.9204 3.6367 0.111 0.082 -0.009
H -5.6786 -6.1497 2.5042 0.122 0.277 -0.006
H -4.4502 -5.8027 1.2988 -0.364 0.123 -0.146
H -5.9172 -3.7891 0.5246 0.482 -0.189 -0.156
H -7.1217 -4.2247 1.6151 0.060 -0.225 0.702
H -7.6619 -5.2387 -0.5269 0.694 -0.610 0.164
H -7.2645 -6.5573 0.6627 0.017 0.323 -0.390
H -5.9772 -6.0518 -0.4751 -0.820 -0.084 -0.353
C -11.1491 -3.4112 -8.2538 -0.271 -0.036 -1.832
C -11.2112 -2.2662 -9.3258 -0.546 -0.526 1.311
C -9.8599 -1.7223 -9.7860 -0.925 0.527 -1.053
C -9.0321 -2.7322 -10.5710 -0.726 -0.955 1.121
P -7.3246 -2.3252 -10.8126 1.101 -0.611 -1.105
C -6.3681 -2.1907 -9.2832 1.056 0.368 -1.211
C -6.6626 -3.2080 -8.2354 -0.438 -0.831 1.042
C -5.7128 -3.1184 -7.0356 0.688 0.059 0.482
C -4.3272 -3.8314 -7.1576 -0.225 -0.003 -0.626
C -7.4188 -0.7189 -11.6644 -0.365 -0.752 0.569
C -6.1067 -0.0007 -11.4993 0.533 1.594 -2.183
C -6.1321 1.5354 -11.8305 -0.621 -0.979 1.540
C -4.7746 2.2053 -11.6301 -1.389 1.628 1.154
C -6.4338 -3.4676 -11.9877 -0.066 0.923 0.667
C -6.1103 -4.8100 -11.3712 0.953 -0.119 1.186
C -5.5840 -5.8880 -12.3152 -1.678 0.084 0.212
C -5.3522 -7.2016 -11.6535 0.403 -1.006 0.463
H -10.6258 -3.1812 -7.3608 0.963 0.359 0.666
H -10.7556 -4.2961 -8.7628 0.313 -0.101 0.465
H -12.1215 -3.7324 -7.9076 -0.524 0.235 -0.226
H -11.7955 -1.4381 -8.8688 0.261 -0.390 -0.674
H -11.7387 -2.7023 -10.1764 -0.231 0.396 -0.039
H -9.3642 -1.3549 -8.9308 0.959 0.385 1.126
H -10.0359 -0.8553 -10.4301 -0.142 0.007 0.179
H -9.3664 -2.8183 -11.5790 -0.618 0.072 -1.009
H -9.3273 -3.6808 -10.1169 1.023 -0.378 -0.115
H -6.6269 -1.1970 -8.9890 -0.225 0.816 0.836
H -5.2689 -2.1060 -9.5083 -0.957 -0.352 -0.120
H -6.7244 -4.2222 -8.6426 0.267 0.059 0.059
H -7.6526 -3.0224 -7.8150 -0.207 0.053 -0.225
H -6.2406 -3.4654 -6.1542 -0.064 -0.522 0.111
H -5.6238 -2.0399 -6.7903 0.486 -0.377 -0.323
H -3.8526 -3.6160 -8.1205 0.003 0.255 0.073
H -4.3027 -4.9247 -7.1122 -0.907 0.003 -0.093
H -3.6058 -3.5997 -6.3858 -0.037 0.712 0.284
H -8.2583 -0.1870 -11.2026 0.213 0.115 -0.134
H -7.7138 -0.9900 -12.6902 0.227 0.408 0.140
H -5.3540 -0.4348 -12.1595 0.031 -0.227 -0.105
H -5.7131 -0.1213 -10.5268 0.305 0.072 1.220
H -6.8996 1.9659 -11.1378 0.644 -0.015 -0.461
H -6.5060 1.7337 -12.8208 -0.079 -0.196 -0.521
H -4.4905 2.2432 -10.5524 0.036 -0.494 -0.710
H -4.9789 3.2856 -11.8427 0.697 -0.790 -0.248
H -3.9978 1.7952 -12.2487 0.361 -0.032 -0.230
H -5.4916 -2.9236 -12.2470 -0.793 -0.313 -0.101
H -7.0779 -3.5745 -12.8579 0.049 0.117 -0.256
H -6.9158 -5.1453 -10.7259 -0.670 -0.497 -0.433
H -5.3443 -4.6581 -10.5882 0.149 0.118 -0.352
H -4.6800 -5.5797 -12.7770 0.840 0.550 -0.528
H -6.3062 -6.1142 -13.1023 -0.083 0.507 -0.206
H -6.2211 -7.6720 -11.2067 -0.456 0.247 0.040
H -4.5991 -7.1761 -10.8707 0.277 0.087 0.034
H -5.0338 -7.8936 -12.4234 0.314 -0.284 -0.001
Cl -0.8598 0.6908 -0.9227 -0.228 -0.105 0.327
```
Forces are in eV/Å.

Summary:
Net charge: +5
E, Ha: -5242.5206